No. 1
Formula: C12H24Br8O2P2
Source: the OMol25 dataset
Level of theory: wB97M-V/def2-TZVPD

## Properties
* spin multiplicity: 1
* HOMO energy: -7.199 eV
* electronic energy: -595839.621 eV
* gap between HOMO and LUMO: 7.6 eV

Cartesian coordinates (Å):
C -0.02 -3.54 3.51
C -0.13 -2.55 2.84
P -0.14 -1.05 1.90
C -2.11 -1.09 1.98
C -2.63 -2.21 1.45
P 2.13 -1.17 1.81
O 2.45 -0.06 0.62
O 2.38 -2.63 1.08
H 0.31 -4.47 3.90
H -0.25 -1.15 0.46
H -0.05 0.22 2.50
H -2.72 -0.29 2.41
H -3.27 -2.90 1.99
H -2.36 -2.50 0.43
H 3.35 -0.21 0.29
H 1.69 -2.81 0.43
Br 0.99 3.62 1.27
C 0.09 3.13 -0.39
C -1.37 2.85 -0.16
Br -1.64 1.10 0.68
H 0.63 2.27 -0.79
H 0.22 3.98 -1.05
H -1.90 2.79 -1.11
H -1.85 3.58 0.48
Br 1.35 -5.68 2.25
C 2.83 -6.05 3.45
C 4.11 -6.26 2.69
Br 4.18 -8.01 1.85
H 2.55 -6.91 4.04
H 2.91 -5.17 4.09
H 4.96 -6.23 3.37
H 4.26 -5.53 1.90
Br 0.98 2.88 -4.42
C 2.66 3.86 -4.55
C 3.32 3.99 -3.20
Br 2.44 5.34 -2.11
H 2.43 4.82 -5.00
H 3.29 3.28 -5.22
H 4.35 4.33 -3.31
H 3.31 3.07 -2.64
Br -3.74 4.21 -3.09
C -5.45 3.28 -3.15
C -5.78 2.64 -1.82
Br -4.76 1.02 -1.52
H -5.38 2.56 -3.95
H -6.18 4.04 -3.40
H -6.83 2.34 -1.81
H -5.59 3.30 -0.98

In the natural (NBO) picture, each atom carries the following charge in e:
1 C -0.1462
2 C -0.4242
3 P 0.6996
4 C -0.5495
5 C -0.3946
6 P 0.9566
7 O -1.0035
8 O -0.9891
9 H 0.2389
10 H -0.0446
11 H 0.0011
12 H 0.2277
13 H 0.2033
14 H 0.1898
15 H 0.4953
16 H 0.4744
17 Br -0.0273
18 C -0.4485
19 C -0.4651
20 Br 0.0193
21 H 0.2328
22 H 0.2375
23 H 0.2386
24 H 0.2269
25 Br 0.0181
26 C -0.4492
27 C -0.4470
28 Br -0.0139
29 H 0.2317
30 H 0.2301
31 H 0.2288
32 H 0.2395
33 Br -0.0135
34 C -0.4468
35 C -0.4502
36 Br -0.0065
37 H 0.2325
38 H 0.2293
39 H 0.2309
40 H 0.2323
41 Br -0.0170
42 C -0.4446
43 C -0.4530
44 Br -0.0029
45 H 0.2327
46 H 0.2288
47 H 0.2300
48 H 0.2310

***

No. 2
Formula: CH2FLiO
Source: the OMol25 dataset
Level of theory: wB97M-V/def2-TZVPD

## Properties
* spin multiplicity: 1
* HOMO energy: -7.047 eV
* relative energy (zero: lowest compared OMol25 entry of this formula, charge and spin): 0.730 eV
* electronic energy: -6037.574 eV
* gap between HOMO and LUMO: 6.5 eV

Cartesian coordinates (Å):
C 0.45 0.76 -0.04
O -0.92 0.75 -0.19
H 0.74 1.53 0.70
F 0.76 -0.50 0.79
Li -0.23 -0.97 -0.97
H -1.49 0.62 0.66

In the natural (NBO) picture, each atom carries the following charge in e:
1 C -0.1000
2 O -0.8240
3 H 0.1042
4 F -0.5401
5 Li 0.9162
6 H 0.4438

***

No. 3
Formula: C4H8N2P
Source: the OMol25 dataset
Level of theory: wB97M-V/def2-TZVPD

## Properties
* structure (SMILES): C/C(C#P)=[N+](\C)N
* spin multiplicity: 1
* HOMO energy (spin up / spin down): -13.651 / -13.649 eV
* relative energy (zero: lowest compared OMol25 entry of this formula, charge and spin): 3.488 eV
* electronic energy: -16536.158 eV
* charge: +1
* gap between HOMO and LUMO (spin up / spin down): 8.1 / 8.1 eV

Cartesian coordinates (Å):
C 1.78 0.92 -0.16
C 0.60 0.19 -0.41
C 0.31 -0.14 -1.72
C -1.46 -0.83 0.48
N 0.11 0.25 1.86
N -0.23 -0.01 0.56
P 2.83 2.18 -0.22
H 0.76 0.95 1.91
H 1.38 -0.10 -2.05
H -0.30 0.58 -2.37
H 0.04 -1.14 -2.07
H -1.25 -1.82 -0.01
H -2.29 -0.27 0.16
H -1.61 -1.02 1.57
H -0.69 0.26 2.45

In the natural (NBO) picture, each atom carries the following charge in e:
1 C -0.6604
2 C 0.2058
3 C -0.7066
4 C -0.4238
5 N -0.5779
6 N -0.0491
7 P 0.8494
8 H 0.3986
9 H 0.2721
10 H 0.2887
11 H 0.2789
12 H 0.2573
13 H 0.2465
14 H 0.2253
15 H 0.3952

***

No. 4
Formula: C2H7N2O
Source: the OMol25 dataset
Level of theory: wB97M-V/def2-TZVPD

## Properties
* spin multiplicity: 1
* HOMO energy: -15.552 eV
* relative energy (zero: lowest compared OMol25 entry of this formula, charge and spin): 4.517 eV
* electronic energy: -7204.628 eV
* charge: +1
* gap between HOMO and LUMO: 10.8 eV

Cartesian coordinates (Å):
C 1.24 0.70 0.31
C -1.63 0.24 -0.08
N 1.62 -0.39 -0.19
N -1.08 -0.87 0.23
O 1.31 -1.64 -0.07
H 0.71 0.68 1.20
H 1.76 1.62 -0.07
H -2.64 0.23 -0.37
H -0.95 1.12 0.06
H -1.67 -1.62 0.37
H 2.27 -0.32 -1.00
H 0.37 -1.69 0.30

In the natural (NBO) picture, each atom carries the following charge in e:
1 C -0.0344
2 C 0.0471
3 N -0.0537
4 N -0.7044
5 O -0.4467
6 H 0.2371
7 H 0.2619
8 H 0.2048
9 H 0.1673
10 H 0.3779
11 H 0.4299
12 H 0.5132

***

No. 5
Formula: C7H6N2S
Source: the OMol25 dataset
Level of theory: wB97M-V/def2-TZVPD

## Properties
* spin multiplicity: 1
* HOMO energy: -8.803 eV
* relative energy (zero: lowest compared OMol25 entry of this formula, charge and spin): 3.693 eV
* electronic energy: -21166.702 eV
* gap between HOMO and LUMO: 7.8 eV

Cartesian coordinates (Å):
C -0.66 -2.05 0.97
C -0.38 -0.42 -2.78
C -0.75 0.15 -1.57
C 0.91 -0.78 -2.74
C 0.18 0.10 -0.54
C 0.00 0.16 0.84
C 0.28 1.62 2.92
N -0.94 -3.16 1.04
N -0.11 0.47 2.02
S 1.68 -0.52 -1.18
H -1.07 -0.44 -3.56
H -1.79 0.37 -1.41
H 1.64 -1.21 -3.52
H 0.83 1.24 3.69
H -0.65 1.98 3.28
H 0.84 2.49 2.53

In the natural (NBO) picture, each atom carries the following charge in e:
1 C -0.0667
2 C -0.2781
3 C -0.1200
4 C -0.3272
5 C -0.3937
6 C 0.5815
7 C -0.4086
8 N -0.5485
9 N -0.3238
10 S 0.4976
11 H 0.2402
12 H 0.2309
13 H 0.2566
14 H 0.2233
15 H 0.2273
16 H 0.2091

***

No. 6
Formula: C6H13N
Source: the OMol25 dataset
Level of theory: wB97M-V/def2-TZVPD

## Properties
* spin multiplicity: 1
* HOMO energy: -6.930 eV
* relative energy (zero: lowest compared OMol25 entry of this formula, charge and spin): 9.927 eV
* electronic energy: -7912.906 eV
* gap between HOMO and LUMO: 4.6 eV

Cartesian coordinates (Å):
C -1.52 0.14 -0.75
C 1.51 0.68 -1.39
C 2.04 1.60 -0.50
C 3.36 1.94 -0.24
C -2.44 -0.38 0.25
N -1.74 -1.94 0.59
C -0.72 -1.80 1.52
H -0.62 -0.23 -1.26
H -2.22 0.73 -1.52
H 0.74 1.00 -2.13
H 1.21 -0.21 -0.82
H 1.26 1.98 0.15
H 3.48 2.64 0.54
H 4.10 1.51 -0.82
H -2.37 -0.02 1.35
H -3.32 -0.79 -0.04
H -1.34 -1.74 -0.39
H 0.16 -2.52 1.41
H -1.17 -1.87 2.52
H -0.40 -0.74 1.56

In the natural (NBO) picture, each atom carries the following charge in e:
1 C -0.4424
2 C -0.3526
3 C -0.2722
4 C -0.3891
5 C -0.3258
6 N -0.5951
7 C -0.4390
8 H 0.2235
9 H 0.1988
10 H 0.2088
11 H 0.1961
12 H 0.2306
13 H 0.2049
14 H 0.1978
15 H 0.2246
16 H 0.2315
17 H 0.3439
18 H 0.2047
19 H 0.1902
20 H 0.1610